Formula: C63H80Cl5N5O12
Source: the Open Molecules 2025 dataset
Level of theory: ωB97M-V/def2-TZVPD

As for the frontier orbital gap: 0.0442 Ha. The net charge is -2. The total energy is -5925.672104 a.u. As for the spin multiplicity: 1. The HOMO energy is -0.08 eV.

```
165
Properties=species:S:1:pos:R:3:forces:R:3:mulliken_charge:R:1
C -3.967317 2.410622 -2.014142 0.25 0.55 0.45 -0.739
N -2.626382 2.009626 -1.545725 -0.70 0.21 0.01 0.420
C -1.632825 2.916238 -1.451683 0.08 -0.21 0.58 -0.601
C -0.330848 2.499986 -1.359129 0.22 0.34 0.29 -1.223
C -0.035876 1.147065 -1.158537 -0.16 -0.06 -0.84 1.184
C -1.118010 0.255431 -1.176950 0.36 -0.29 1.13 -0.713
C -2.392835 0.704155 -1.384182 0.20 -0.53 -0.90 -0.813
C 1.347660 0.637549 -1.152223 -0.21 -0.08 0.45 0.990
C 1.602009 -0.648206 -0.680500 0.33 -0.05 -0.24 0.069
C 2.823657 -1.226506 -0.949073 0.48 0.74 1.02 -0.890
N 3.842420 -0.470660 -1.444199 -0.70 -0.54 -0.73 0.804
C 3.631479 0.793622 -1.865362 -0.43 -0.07 0.07 -1.306
C 2.390157 1.369467 -1.691974 0.00 0.18 -0.67 -0.744
C 5.135268 -1.126929 -1.672142 0.15 -0.24 0.02 -0.767
H -4.073594 3.479544 -1.829076 0.08 0.04 -0.16 -0.097
H -4.736787 1.902331 -1.442229 0.04 -0.35 -0.23 0.335
H -4.009976 2.164264 -3.071354 -0.35 -0.12 0.04 0.502
H -1.918234 3.941107 -1.258613 -0.08 0.12 -0.75 0.545
H 0.440297 3.261443 -1.417003 0.01 -0.04 0.19 0.590
H -1.006266 -0.807580 -0.977386 0.29 -0.11 -0.66 0.786
H -3.190671 0.003720 -1.637740 -0.33 0.31 0.13 0.610
H 0.864528 -1.157795 -0.084360 -0.08 -0.44 -0.40 0.646
H 3.089650 -2.228743 -0.645359 0.06 -0.06 -0.51 0.007
H 4.392767 1.348692 -2.396940 0.33 -0.28 0.21 0.806
H 2.235232 2.356003 -2.107241 0.13 0.06 -0.02 0.168
H 5.302997 -1.214776 -2.745206 0.05 0.23 -0.01 0.290
H 5.085565 -2.148863 -1.297469 -0.24 -0.05 -0.09 0.226
H 5.908623 -0.556858 -1.159757 0.08 0.12 -0.26 0.190
C -2.918829 -6.359929 2.447532 0.50 0.37 0.46 -1.415
C -2.677287 -4.895159 2.023132 0.15 -1.23 -0.46 0.179
C -3.412647 -4.521364 0.736825 -0.44 1.61 0.23 -0.292
C -2.574527 -4.795260 -0.483736 1.02 -0.50 -0.57 -0.988
N -3.264139 -4.642406 -1.813624 -0.50 -0.06 1.23 1.096
C -4.533461 -5.408202 -1.860996 -0.53 -1.85 -0.70 -0.829
C -4.655745 -6.005293 -3.282783 0.76 0.97 -0.35 -0.607
C -3.309190 -5.641423 -3.984925 -1.23 -0.14 -0.52 -0.706
C -2.364825 -5.236789 -2.889157 -0.26 0.17 0.02 -0.587
C -3.536571 -3.200229 -2.056665 -0.11 0.55 -2.28 -0.621
H -2.930242 -7.058304 1.609932 -0.08 0.14 -0.14 0.311
H -3.818754 -6.501914 3.046085 -0.09 0.04 -0.12 0.348
H -2.055839 -6.630981 3.061565 -0.23 -0.30 0.15 0.383
H -1.599530 -4.864013 1.837105 -0.04 0.46 -0.08 -0.363
H -2.881649 -4.211165 2.843508 -0.14 0.02 -0.02 0.505
H -3.632697 -3.447244 0.774680 0.23 0.01 -0.06 0.290
H -4.424453 -4.931742 0.684146 0.21 -0.56 0.05 0.378
H -2.156259 -5.808035 -0.472955 -0.41 -0.14 0.12 0.200
H -1.673565 -4.173483 -0.591965 -0.25 0.38 0.19 0.291
H -5.430284 -4.874445 -1.567905 0.33 0.54 0.15 0.395
H -4.463255 -6.299875 -1.234029 0.30 0.36 0.47 0.432
H -5.422655 -5.535028 -3.893393 -0.44 -0.28 0.31 0.294
H -4.792743 -7.079936 -3.204394 -0.19 -0.01 -0.17 0.377
H -3.518363 -4.835164 -4.689384 0.23 0.24 0.21 0.340
H -3.024069 -6.475438 -4.624057 0.61 -0.02 0.29 0.430
H -1.640412 -4.437349 -3.121078 0.51 -0.33 0.29 0.298
H -1.943640 -6.121916 -2.416658 0.41 0.09 -0.15 0.422
H -3.656801 -2.586337 -1.177275 0.07 -0.24 0.22 0.146
H -4.402983 -3.083391 -2.711020 -0.26 -0.05 0.35 0.339
H -2.712859 -2.867434 -2.690138 0.32 0.51 0.76 -0.142
C 4.625327 0.081005 -5.380184 -1.11 -0.12 -0.29 -0.153
O 3.830754 -0.887825 -5.833454 0.19 -0.23 -0.16 -0.821
H 4.095184 0.679771 -4.568461 0.34 0.14 0.32 -0.129
H 5.603745 -0.263152 -4.956627 0.18 0.22 0.03 0.063
H 4.817002 0.873954 -6.148736 0.47 0.12 0.14 0.308
C -6.156788 -0.408038 -3.582241 -0.18 -0.36 0.32 -0.729
O -4.881696 -0.532852 -3.176556 0.64 0.15 0.37 -0.678
H -6.712279 0.451852 -3.122619 -0.06 0.19 -0.15 0.106
H -6.294510 -0.325103 -4.686478 -0.03 0.18 -0.07 0.225
H -6.802960 -1.285355 -3.302682 -0.10 -0.03 -0.06 0.206
Cl 3.133979 5.195635 -2.784319 -0.73 -0.60 -0.16 1.699
O 3.645632 6.461000 -3.242992 -0.03 0.02 -0.13 -0.719
O 3.305176 5.107551 -1.347106 0.12 -0.13 0.00 -0.664
O 1.711154 5.070314 -3.087243 0.05 0.40 0.22 -0.665
O 3.791101 4.096234 -3.451544 0.41 0.21 0.33 -0.613
O -0.467459 -2.788904 -2.335415 -1.01 -0.20 0.46 -0.888
H -0.635195 -2.269899 -3.132945 0.32 0.04 0.05 0.105
O 3.548615 -3.772026 -2.256522 0.37 0.21 1.24 -0.934
H 2.975269 -4.121554 -1.556852 -0.18 -0.18 -0.46 0.065
Cl 4.021686 1.010224 1.499383 -0.03 0.05 0.35 -0.109
C 5.736353 0.593544 1.751608 0.10 -0.49 0.10 -0.405
C 5.891207 -0.820722 2.314550 -1.50 0.69 -0.38 0.120
Cl 7.595578 -1.246499 2.166411 0.04 -0.40 0.24 -0.205
H 6.181613 1.308952 2.436386 0.00 0.22 -0.21 0.472
H 6.184566 0.617931 0.763590 0.21 0.25 0.08 -0.062
H 5.205803 -1.454827 1.746518 0.67 -0.40 -0.31 -0.256
H 5.503336 -0.896736 3.330996 0.57 0.12 0.22 0.417
Cl -0.807538 -0.365489 2.091003 -0.03 -0.05 -0.17 -0.081
C 0.172445 -0.810429 3.519873 -0.01 -0.47 -0.31 -0.205
C 1.336792 0.142589 3.613987 -0.63 -0.28 1.13 0.141
Cl 2.114556 -0.041516 5.229909 0.00 -0.10 0.12 -0.249
H 0.566099 -1.811301 3.358485 -0.26 -0.12 0.06 -0.206
H -0.529555 -0.802949 4.345626 0.29 0.13 0.28 0.474
H 0.945773 1.152888 3.594583 0.54 0.21 -0.48 0.429
H 2.108087 -0.155937 2.926972 0.04 0.59 -0.57 -0.282
C 11.209262 2.855780 -0.938238 -0.11 0.20 -0.01 -1.136
C 11.567455 1.411686 -0.578895 -0.60 0.44 0.02 -0.440
C 10.480612 0.741939 0.285789 0.34 -0.25 -0.74 -0.420
C 9.181674 0.734114 -0.384569 -0.03 0.51 0.42 0.107
N 8.156945 0.750122 -0.896561 -0.16 -0.04 -0.14 -0.296
H 12.099986 3.442347 -1.168265 0.07 -0.05 0.16 0.334
H 10.696771 3.310778 -0.086236 0.08 0.20 -0.09 0.309
H 10.565752 2.974896 -1.809771 -0.19 -0.33 0.10 0.331
H 12.451848 1.479326 0.054731 0.28 -0.51 -0.32 0.291
H 11.693617 0.825454 -1.487871 0.50 -0.07 0.12 0.317
H 10.474498 1.269731 1.237506 -0.50 -0.21 0.13 0.305
H 10.700507 -0.319580 0.421265 0.29 0.11 0.38 0.271
C -7.415877 3.594000 -3.788386 1.29 0.58 1.03 -1.245
C -6.237046 3.798616 -4.732123 -0.29 -0.41 -0.96 -0.067
C -6.687343 4.405889 -6.082691 0.45 0.39 -0.46 -0.644
C -7.793253 5.359249 -5.974444 -0.10 0.00 -0.11 0.291
N -8.692723 6.072483 -5.917864 0.13 0.03 0.06 -0.480
H -7.048552 3.173150 -2.847296 -0.10 -0.67 -0.30 0.317
H -8.156886 2.959858 -4.261922 -0.29 0.08 0.26 0.315
H -7.778255 4.553395 -3.410085 -0.57 0.04 -0.65 0.434
H -5.802529 2.829279 -4.986380 0.06 -0.02 0.18 0.218
H -5.413893 4.406267 -4.357934 -0.24 0.10 0.40 0.203
H -6.958680 3.684554 -6.857436 -0.28 -0.33 0.41 0.312
H -5.852119 4.922277 -6.566564 0.00 0.15 0.21 0.374
C 5.287720 -5.202825 8.464618 -0.05 -0.07 -0.49 -0.520
C 6.481571 -5.090290 7.762362 0.09 0.32 0.32 -0.503
C 6.473131 -4.983615 6.385560 0.08 -0.32 -0.30 -0.549
C 5.280912 -4.802659 5.686009 0.61 -0.07 0.55 0.282
C 4.093421 -4.812386 6.410100 -0.56 -0.67 -0.49 0.390
C 4.097580 -5.129560 7.755777 0.08 0.15 0.92 -0.578
C 2.781524 -4.685451 5.703628 0.23 0.64 -0.17 0.654
O 1.731513 -4.702972 6.308329 -0.08 -0.20 0.10 -0.686
C 2.833804 -4.472621 4.229771 -0.10 -0.20 -0.03 -0.425
C 1.642187 -4.391347 3.528920 -0.43 0.40 -0.22 -0.227
C 1.634368 -4.245974 2.145054 -0.02 0.55 0.19 -0.397
C 2.829484 -4.161295 1.449725 0.51 -0.23 -0.23 0.162
C 4.034713 -4.282053 2.134019 -0.31 -0.34 0.10 -0.969
C 4.034651 -4.413065 3.519310 0.39 -0.36 -0.23 0.230
C 5.339084 -4.595258 4.208661 -0.27 0.29 0.18 0.592
O 6.402566 -4.537765 3.634993 0.03 -0.14 -0.08 -0.681
H 5.273784 -5.401068 9.527718 0.05 0.12 0.03 0.385
H 7.425945 -5.008259 8.287548 0.02 -0.48 0.02 0.372
H 7.390721 -5.152152 5.836785 0.03 0.57 -0.11 0.437
H 3.176124 -5.294271 8.299239 -0.18 0.20 -0.28 0.434
H 0.715725 -4.350849 4.089341 0.01 -0.27 0.01 0.574
H 0.705769 -4.103541 1.604726 -0.04 -0.16 0.04 0.446
H 2.873741 -4.050896 0.368387 -0.16 -0.08 0.04 0.036
H 4.962372 -4.402614 1.590662 0.07 0.40 -0.01 0.584
C -4.479276 5.723767 5.157874 -0.28 -0.41 -0.52 -0.333
C -3.952294 4.695468 4.384499 0.84 0.29 0.03 -0.724
C -3.794573 4.899298 3.025913 -0.36 -0.10 -0.73 -0.814
C -4.429918 5.963510 2.393865 0.25 0.16 0.49 0.385
C -5.086681 6.927373 3.164293 0.29 0.27 -0.38 0.558
C -4.973558 6.868119 4.539440 -0.62 -0.68 1.24 -0.675
C -5.887404 8.005175 2.517118 0.53 0.43 0.25 0.473
O -6.525363 8.791609 3.184333 -0.07 0.01 -0.09 -0.656
C -5.863328 8.074325 1.030464 -1.51 -1.16 -0.42 0.092
C -6.772783 8.888644 0.367975 0.37 1.39 -0.11 -0.568
C -6.858595 8.907965 -1.016535 0.20 -0.23 0.01 -0.384
C -6.158565 7.974384 -1.768609 0.61 0.56 0.28 -0.653
C -5.334378 7.064654 -1.112198 -0.62 0.12 -0.75 -0.550
C -5.248960 7.075338 0.266726 1.08 0.14 0.20 0.497
C -4.379185 6.049597 0.909860 -0.59 -0.25 0.18 0.378
O -3.753025 5.243562 0.260321 0.26 -0.04 -0.20 -0.573
H -4.624282 5.572087 6.219176 0.27 0.22 0.07 0.362
H -3.538606 3.803915 4.838267 -0.12 -0.01 0.06 0.414
H -3.264089 4.235678 2.353308 0.00 -0.29 0.32 0.638
H -5.403934 7.581374 5.230870 -0.16 0.42 -0.57 0.394
H -7.298584 9.677918 0.893236 -0.01 -0.28 0.32 0.399
H -7.399376 9.705504 -1.508499 -0.26 -0.17 0.02 0.385
H -6.124741 8.087872 -2.844304 -0.19 -0.35 -0.04 0.451
H -4.776025 6.352967 -1.704064 0.11 -0.13 0.24 0.497
```
Positions in Å, forces in eV/Å.